Entry from OMol25: C32H46BrN3P2RuS as an isolated structure (ωB97M-V with the def2-TZVPD basis set).

For the LUMO energy (alpha / beta), the calculation gives -12.07 / -13.48 eV. Its HOMO energy (alpha / beta) is -17.46 / -17.45 eV. Its multiplicity is 5. The calculation puts the total energy at -140393.689 eV. The total charge is +4.

Each line ends with the Mulliken charge.
Atoms and positions in Å:
N: -6.54872 4.74970 -5.11877  0.06
C: -6.42901 5.22468 -3.87166  -0.39
C: -5.70610 4.55397 -2.88009  -0.46
C: -5.09704 3.31097 -3.18853  0.67
C: -5.27502 2.80120 -4.49645  -0.37
C: -5.99672 3.57370 -5.42508  -0.42
C: -4.25442 2.65586 -2.19607  -0.38
Ru: -0.29637 -0.21895 0.88758  -0.25
P: 5.24036 -1.07260 0.36381  0.18
C: -3.41074 1.61719 -2.45609  -0.49
C: -2.11773 1.46673 -1.79721  1.12
C: -1.05755 0.84584 -2.51351  -0.66
C: 0.18219 0.70102 -1.89988  -0.88
C: 0.20634 1.01968 -0.55848  0.04
C: -0.64694 1.92656 0.11375  -1.15
C: -1.92774 2.00352 -0.51037  -0.51
Br: 2.21059 0.01909 0.50542  0.30
H: -4.27991 3.13941 -1.21674  0.31
H: -3.61022 0.97022 -3.31715  0.54
H: -5.59263 5.01128 -1.89712  0.41
H: -4.84228 1.84904 -4.80757  0.33
H: -6.92461 6.17462 -3.66373  0.42
H: -6.10008 3.19701 -6.44991  0.41
H: -1.22617 0.54686 -3.55969  0.57
H: -2.77767 2.43463 0.01860  0.48
H: 1.06059 0.30065 -2.39539  0.59
H: -0.31829 2.59983 0.89813  0.90
P: -0.40277 -2.12203 -0.17362  1.32
C: 5.09921 0.77193 0.48025  -0.20
C: 6.35455 1.52642 0.04081  -1.41
H: 4.86938 1.02028 1.52560  0.54
H: 4.24800 1.11997 -0.12447  0.26
H: 6.25791 2.58802 0.30213  0.40
H: 7.24198 1.13332 0.54700  0.40
H: 6.51085 1.47242 -1.04307  0.35
C: 4.48772 -1.57525 -1.24314  0.57
C: 5.38585 -2.55684 -2.00334  -1.40
H: 4.30793 -0.67461 -1.84875  0.44
H: 3.51153 -2.03364 -1.04517  -0.43
H: 5.06516 -2.63868 -3.04617  0.41
H: 6.43169 -2.23302 -2.00176  0.40
H: 5.33734 -3.56464 -1.57915  0.36
C: 4.31817 -2.00195 1.65187  0.10
C: 5.11705 -2.35092 2.91996  -1.40
H: 3.95176 -2.92951 1.18097  0.33
H: 3.43492 -1.40895 1.94227  0.07
H: 4.53901 -3.05776 3.53650  0.40
H: 6.08050 -2.82402 2.68060  0.40
H: 5.29917 -1.45498 3.53010  0.36
C: -0.11507 -3.57910 0.95915  -0.84
C: -1.14012 -4.70948 0.96913  -1.41
H: 0.03863 -3.15861 1.96473  0.62
H: 0.86776 -3.96231 0.65098  0.57
H: -2.11616 -4.39375 1.35398  0.32
H: -1.28265 -5.15750 -0.02037  0.38
H: -0.78063 -5.51056 1.62615  0.42
C: 0.61387 -2.62381 -1.63036  0.13
C: -0.02654 -2.56508 -3.00986  -1.40
H: 0.97841 -3.64499 -1.42833  0.74
H: 1.50357 -1.97831 -1.59010  -0.48
H: -0.84676 -3.28411 -3.11545  0.44
H: -0.39798 -1.56265 -3.24479  0.15
H: 0.73593 -2.82009 -3.75691  0.43
C: -2.17424 -2.06471 -0.58529  -1.01
C: -2.98483 -1.10042 0.30503  -0.92
H: -2.56228 -3.08993 -0.52247  0.82
H: -2.22735 -1.78292 -1.64788  0.50
H: -3.59013 -0.42544 -0.31292  0.16
H: -3.68351 -1.62844 0.97109  0.31
H: -2.35477 -0.45484 0.97515  0.13
N: -2.19198 -1.69793 3.33567  -0.18
C: -1.59216 -0.55990 3.73669  0.45
N: -0.74317 0.15440 3.00065  0.34
C: -0.23294 1.25362 3.70898  -0.04
C: 0.67947 2.20802 3.24666  -0.49
C: 0.74097 3.44548 3.89772  -0.59
C: -0.03126 3.68117 5.04367  -0.64
C: -0.82519 2.66126 5.59770  -0.38
C: -0.91261 1.44473 4.93460  0.42
S: -1.94274 0.06497 5.32207  -0.16
H: -2.80910 -2.16309 3.98617  0.26
H: -1.83220 -2.24547 2.55979  -0.27
H: 1.31636 1.95963 2.39139  0.32
H: 1.41075 4.21353 3.49893  0.43
H: -0.00755 4.65945 5.52074  0.43
H: -1.39286 2.80989 6.51069  0.43

Atoms 1-2, force components in eV/Å:
N 2.3 -2.4 3.2
C -0.9 1.5 -0.5